The following is a DFT calculation (the ωB97M-V functional and the def2-TZVPD basis) of one molecule with the formula C5H9NO.

Summary:
Calculated total energy: -8867.46419 eV
Charge: 0
SMILES string: O[C@H]1C[C@@H]2N[C@@H]2C1
Molecular weight: 99.1 g mol⁻¹
2S+1: 1
Energy above the lowest of the compared OMol25 structures with the same formula, charge and spin: 1.748 eV
HOMO-LUMO gap: 10.4 eV

```
16
Properties=species:S:1:pos:R:3:forces:R:3
O 1.87173 0.38507 1.39971 0.1802 -0.0103 0.0090
C 0.88510 -0.35430 0.69143 -0.3025 -0.2636 -0.1737
C -0.50483 0.08387 1.20856 0.0186 0.0363 -0.0219
C -1.34120 0.37980 -0.01534 -0.0492 0.1678 0.2029
N -1.46433 -0.77486 -0.91251 -0.1750 -0.1585 -0.1100
C -0.50118 0.28701 -1.22771 0.1566 0.1407 -0.1279
C 0.91385 -0.07658 -0.83805 -0.0292 0.0391 -0.0234
H 2.73709 0.04622 1.14299 -0.0656 0.0663 0.0727
H 1.03228 -1.42476 0.88224 -0.0287 0.1496 -0.0572
H -0.96069 -0.69060 1.83543 0.0651 0.1716 -0.0840
H -0.37553 0.98923 1.80830 -0.0027 -0.0777 -0.0228
H -2.16939 1.08327 0.04756 0.1545 -0.1460 -0.0008
H -2.29261 -0.66933 -1.49349 0.1162 -0.0436 0.0753
H -0.68470 0.91641 -2.09613 0.0422 -0.1157 0.1553
H 1.26829 -0.94730 -1.40106 -0.0133 0.1452 0.0673
H 1.58612 0.76684 -1.03192 -0.0670 -0.1011 0.0393
```
Forces are in eV/Å.

=====

The following is a DFT calculation (the ωB97M-V functional and the def2-TZVPD basis) of one molecule with the formula C5H9NO in a non-equilibrium geometry.

Summary:
Calculated total energy: -8864.45529 eV
Charge: 0
SMILES string: [H]/N=C(/C)COC=C
Molecular weight: 99.1 g mol⁻¹
2S+1: 1
Energy above the lowest of the compared OMol25 structures with the same formula, charge and spin: 4.757 eV
HOMO-LUMO gap: 9.6 eV

```
16
Properties=species:S:1:pos:R:3:forces:R:3
H 1.88624 1.51101 1.53460 0.0274 -0.5575 -0.1879
N 1.18263 0.79841 1.75626 -0.4377 -0.6947 -0.1425
C 0.89633 -0.00684 0.83481 -3.4158 -0.8023 -1.4365
C -0.50099 -1.08223 1.03867 2.8091 0.5222 2.6558
C 1.39327 -0.07459 -0.59289 0.9269 0.4749 0.4612
O 0.44996 -0.44925 -1.55689 -1.3021 -0.9875 1.8197
C -0.88383 -0.12048 -1.28996 0.2253 3.0650 -3.1520
C -1.36944 1.07160 -0.83399 0.1088 -1.5012 0.5761
H -1.25323 -1.66590 0.50624 0.4803 0.9616 -1.3880
H 0.05317 -1.91032 1.48649 -0.0087 -0.0354 0.7203
H -1.03082 -0.53682 1.82112 0.0568 -0.2116 0.0873
H 1.79482 0.91565 -0.85600 0.1509 -0.1582 0.0119
H 2.17806 -0.83903 -0.61581 0.1026 0.2608 -0.1715
H -1.44794 -0.59029 -2.09184 -0.0874 -0.2673 0.2332
H -1.03730 1.53682 0.08339 0.5660 0.4675 -0.3627
H -2.31094 1.44226 -1.22420 -0.2023 -0.5363 0.2755
```
Forces are in eV/Å.

=====

The following is a DFT calculation (the ωB97M-V functional and the def2-TZVPD basis) of one molecule with the formula C5H9NO.

Summary:
Calculated total energy: -8865.61758 eV
Charge: 0
SMILES string: C[C@H]1CC/C1=[NH+]\[O-]
Molecular weight: 99.1 g mol⁻¹
2S+1: 1
Energy above the lowest of the compared OMol25 structures with the same formula, charge and spin: 3.595 eV
HOMO-LUMO gap (alpha / beta): 9.1 / 9.1 eV

```
16
Properties=species:S:1:pos:R:3:forces:R:3
C 1.55381 -0.94143 -0.78266 0.0374 0.0316 0.0023
C 0.14073 -0.42502 -0.54448 0.0341 -0.1102 -0.1254
C -0.70154 -1.12074 0.56490 -0.0517 -0.2400 0.0327
C -1.21677 0.25569 1.06998 -0.0367 0.0047 0.1045
C -0.20913 0.87346 0.15434 -0.1610 0.4399 -0.2180
N -0.07381 2.11027 -0.19830 0.3532 -0.7033 -0.1369
O -0.65477 3.11629 0.30082 -0.1070 0.2761 0.1908
H 1.47940 -1.95252 -1.20105 0.0734 0.1454 0.0780
H 2.14282 -1.00269 0.13871 -0.1465 0.0903 -0.0823
H 2.10625 -0.33147 -1.50635 -0.0983 -0.0436 0.1316
H -0.39552 -0.44287 -1.50322 0.0036 -0.0720 0.0978
H -1.45114 -1.83456 0.21708 0.0789 0.1076 0.0732
H -0.05793 -1.60816 1.30451 -0.0858 0.0606 -0.1371
H -1.13475 0.45523 2.14265 0.0545 0.0140 -0.1970
H -2.23804 0.50250 0.75381 0.1255 -0.0258 0.0702
H 0.58196 2.28675 -0.97308 -0.0738 0.0247 0.1156
```
Forces are in eV/Å.

=====

The following is a DFT calculation (the ωB97M-V functional and the def2-TZVPD basis) of one molecule with the formula C5H9NO in a non-equilibrium geometry.

Summary:
Calculated total energy: -8868.12570 eV
Charge: 0
SMILES string: O=CN1CCCC1
Molecular weight: 99.1 g mol⁻¹
2S+1: 1
Energy above the lowest of the compared OMol25 structures with the same formula, charge and spin: 1.087 eV
HOMO-LUMO gap: 10.2 eV

```
16
Properties=species:S:1:pos:R:3:forces:R:3
O 2.54624 -1.78170 -0.12537 -0.5499 -0.5933 -0.3457
C 1.81203 -1.03142 -0.72675 1.1115 1.4037 1.2236
N 0.95001 -0.15468 -0.08399 -0.0402 -0.1579 -0.8520
C 0.14472 0.72628 -0.97370 0.1476 -0.5360 0.1242
C -1.17924 0.97085 -0.23946 -0.2362 0.4710 -0.4312
C -1.08750 0.23013 1.07404 0.2145 -0.8537 0.8843
C 0.14155 -0.71960 0.99710 -1.3506 0.8705 -0.5020
H 1.93298 -0.82598 -1.80053 -0.1816 -0.1715 -0.1933
H 0.64647 1.66833 -1.22117 0.1694 -0.3120 0.1570
H 0.01062 0.14047 -1.89240 -0.2832 0.5402 -0.1068
H -1.40793 2.02940 -0.08917 0.3381 -0.0419 -0.0094
H -1.99387 0.62173 -0.86508 -0.1877 -0.3022 0.0498
H -1.97706 -0.35457 1.30579 -0.1033 0.0266 -0.1221
H -0.92464 0.84763 1.96554 -0.1438 0.3851 -0.4952
H -0.17234 -1.72337 0.68863 0.2425 -0.0381 0.5661
H 0.55795 -0.64351 1.98653 0.8529 -0.6905 0.0527
```
Forces are in eV/Å.